{"formula": "C6H8O2", "method": "wB97M-V/def2-TZVPD", "total_energy_ev": -10445.3777, "lumo_energy_ev": 0.192, "homo_energy_ev": -9.4, "homo_lumo_gap_ev": 9.6, "fmax_ev_per_a": 3.839, "species": ["O", "C", "C", "C", "H", "H", "O", "H", "H", "H", "C", "C", "C", "H", "H", "H"], "positions_angstrom": [[-0.1912, -2.4340, -0.3325], [1.2144, 0.8289, 0.1930], [1.5305, -0.6093, -0.2302], [0.0955, -1.2290, -0.2115], [-0.6954, 1.9918, -0.0207], [1.2615, 0.8727, 1.3370], [2.0901, 1.8253, -0.1562], [1.8210, -0.6872, -1.2826], [-2.6566, -1.2169, -0.8719], [2.3715, 2.0486, 0.6992], [-0.8977, -0.2011, -0.1612], [-2.3700, -0.5239, -0.0433], [-0.2320, 0.9807, -0.0558], [2.2622, -1.0906, 0.3759], [-2.6448, -1.0099, 0.9257], [-2.9589, 0.4540, -0.1649]], "mulliken_charge": [-0.6343, 0.2356, -0.7430, 0.4042, 0.3547, 0.2377, -0.5132, 0.2600, 0.2794, 0.4306, 0.4817, -1.0373, -0.6416, 0.3198, 0.2501, 0.3154]}

{"formula": "C35H26F6LuN7O5Sb", "method": "wB97M-V/def2-TZVPD", "total_energy_ev": -113852.3476, "lumo_energy_ev": [4.503, 4.501], "homo_energy_ev": [-1.7, -1.9], "charge": -2, "spin_multiplicity": 2, "homo_lumo_gap_ev": [6.2, 6.4], "fmax_ev_per_a": 4.229, "species": ["H", "C", "O", "Sb", "H", "H", "F", "H", "H", "O", "N", "C", "O", "C", "C", "C", "H", "C", "H", "H", "C", "C", "C", "C", "H", "O", "O", "C", "N", "H", "C", "N", "C", "F", "H", "H", "C", "C", "C", "C", "C", "N", "H", "H", "F", "H", "H", "H", "C", "C", "C", "C", "H", "C", "F", "C", "H", "H", "F", "C", "C", "C", "C", "N", "H", "C", "Lu", "H", "H", "C", "F", "H", "C", "H", "N", "C", "N", "C", "H", "C", "C"], "positions_angstrom": [[1.0491, -3.8880, -3.4026], [1.8473, 2.9238, -3.5096], [1.7605, 1.6054, 0.9555], [3.5639, 0.2574, 1.0198], [-2.8421, 0.4519, 4.2042], [-3.1127, -2.1359, -0.8028], [2.4187, -0.0039, -0.7164], [-2.8573, -0.0277, 1.8035], [-3.8915, -0.1869, 0.3216], [1.6828, -2.1137, 0.2958], [-0.5069, 0.2098, 2.6377], [-0.3816, -3.0435, 2.8482], [-0.8653, 2.4359, 3.3283], [-0.0395, -3.3995, -0.7052], [1.1529, 2.5631, -2.3495], [-1.4323, 0.0081, 5.7712], [-0.4935, -3.2635, 5.4642], [2.1254, -4.8576, -1.8563], [1.0275, 3.2880, -1.5374], [2.9281, -5.5566, -2.1810], [-0.6138, -3.6271, 0.6380], [0.8348, 0.4469, -3.0843], [0.9066, -4.7529, -2.6711], [-0.3349, -4.3975, -1.8845], [-2.1437, -3.3744, -2.9874], [0.0501, -1.6977, -3.8730], [-0.1233, -4.1653, 3.2891], [2.0656, 1.9614, -4.4750], [-0.1310, -1.0925, -1.6398], [-1.9797, -4.8566, 1.8031], [-2.0880, -1.7290, -0.6099], [-1.8617, -0.7409, 0.1377], [1.5450, 0.6979, -4.2527], [4.0769, 1.5257, 2.3983], [1.6634, -0.1118, -4.9759], [-1.4509, -6.2443, -2.3341], [-0.7532, -1.9475, 3.8395], [-1.0011, -1.2130, 6.1324], [-0.8465, 2.9614, 0.9867], [-1.7469, 0.2788, 4.3451], [-2.8800, 0.0877, 0.6960], [0.6326, 1.3642, -2.1462], [1.6285, 6.8407, 1.0154], [2.6350, 2.1894, -5.3802], [4.5858, -0.8241, 2.2804], [-2.7555, 1.6475, -0.7705], [-1.6638, 3.6459, 1.2601], [3.8217, 3.1557, 0.8794], [-1.5010, -4.7009, 0.8108], [-0.9515, 1.2082, 3.4125], [-1.1553, -3.2494, -2.4812], [-1.1938, -5.5222, -1.5275], [-0.7496, -1.4219, 7.1776], [2.8780, 3.6891, 0.9099], [4.5475, -1.0159, -0.0999], [0.2108, -0.9226, -2.9014], [-3.1788, 2.2178, 0.9008], [-1.5154, 0.8385, 6.4781], [4.5673, 1.4704, -0.1191], [1.7068, 2.9323, 0.9617], [-0.7626, -2.2492, 5.1554], [1.3222, -3.0908, -0.3751], [-0.8972, -2.2810, -1.3862], [-0.3926, -2.6949, 1.5428], [2.2569, 3.9312, -3.6069], [-1.7652, -5.6104, -0.2781], [0.5374, -0.2430, 0.5400], [3.2617, -4.0051, -0.2450], [-0.4621, 5.5245, 1.0813], [2.8693, 5.0703, 0.9168], [2.0796, -0.5682, 2.1734], [-2.4574, -6.4552, -0.0657], [1.6627, 5.7504, 0.9857], [3.8140, 5.6153, 0.8640], [-1.2440, -0.7473, 3.4086], [-2.5296, 1.5213, 0.3137], [-1.1261, 1.8215, 0.4880], [0.5001, 5.0043, 1.0219], [0.7245, -5.7028, -3.2472], [0.4830, 3.6182, 0.9884], [2.3042, -4.0443, -0.8206]], "lowdin_spin": [0.0018, -0.0006, 0.0000, 0.0000, 0.0000, 0.0012, 0.0001, -0.0001, 0.0000, 0.0015, 0.0000, 0.0011, 0.0000, 0.0125, 0.0004, 0.0001, 0.0000, 0.0014, 0.0001, 0.0005, 0.0083, 0.0078, 0.0172, 0.0530, 0.0221, 0.1079, 0.0023, 0.0003, 0.0303, -0.0004, 0.0180, 0.0000, 0.0008, 0.0000, 0.0006, -0.0006, 0.0000, 0.0000, 0.0000, 0.0000, 0.0005, 0.0001, 0.0000, 0.0001, 0.0000, 0.0000, 0.0000, 0.0000, 0.0011, 0.0000, 0.5965, 0.0082, 0.0000, 0.0000, 0.0000, 0.0037, 0.0000, 0.0000, 0.0000, 0.0000, 0.0001, 0.0031, 0.0628, 0.0035, 0.0000, 0.0293, 0.0002, 0.0000, 0.0000, 0.0000, 0.0000, 0.0021, 0.0000, 0.0000, 0.0001, 0.0000, 0.0000, 0.0000, 0.0005, 0.0000, 0.0003]}